C29H29N4O10SV as an isolated structure. Source: OMol25; level of theory: ωB97M-V/def2-TZVPD.

Cartesian coordinates (Å):
V -0.322 -1.565 0.490
C 3.573 -2.441 -2.372
O 3.900 -2.202 -0.994
C 2.778 -1.730 -0.432
N 1.737 -1.644 -1.156
C 2.033 -2.276 -2.427
C 1.433 -1.563 -3.613
C 0.094 -1.195 -3.530
C -0.539 -0.622 -4.618
C 0.153 -0.417 -5.801
C 1.483 -0.786 -5.888
C 2.123 -1.362 -4.801
C 2.717 -1.411 0.983
C 3.850 -1.318 1.791
C 3.691 -1.109 3.150
C 2.402 -1.031 3.675
C 1.337 -1.126 2.796
N 1.476 -1.289 1.478
C -0.123 -1.005 3.158
N -0.802 -0.580 2.008
C -2.072 -0.052 2.513
C -1.664 0.468 3.914
O -0.400 -0.147 4.194
C -2.776 0.926 1.593
C -3.217 0.487 0.342
C -3.892 1.342 -0.515
C -4.161 2.647 -0.138
C -3.769 3.084 1.118
C -3.080 2.233 1.976
H 4.105 -1.694 -2.969
H 3.917 -3.438 -2.642
H 1.531 -3.254 -2.375
H -0.461 -1.396 -2.622
H -1.581 -0.352 -4.550
H -0.346 0.007 -6.660
H 2.028 -0.637 -6.808
H 3.151 -1.672 -4.913
H 4.824 -1.412 1.335
H 4.551 -1.014 3.794
H 2.220 -0.894 4.730
H -2.753 -0.909 2.644
H -1.478 1.544 3.957
H -2.390 0.188 4.678
H -3.072 -0.542 0.039
H -4.227 0.973 -1.470
H -4.701 3.302 -0.802
H -4.043 4.073 1.453
H -2.835 2.595 2.963
O -0.638 -2.342 3.636
C -0.518 -3.390 2.870
O 0.030 -3.422 1.798
H -0.945 -4.285 3.351
O -2.631 -2.810 -1.541
S -1.857 -3.254 -0.426
O -2.021 -2.217 0.709
O -0.392 -2.956 -0.685
O -2.076 -4.556 0.100
O -1.116 1.637 -1.635
C -0.587 1.081 -0.679
O -0.379 -0.139 -0.491
C -0.096 2.075 0.443
N -0.801 3.346 0.132
C 0.196 4.436 -0.037
C 1.461 3.895 0.620
C 1.393 2.403 0.297
H -0.345 1.690 1.432
H -1.565 3.548 0.797
H -1.236 3.073 -0.811
H -0.157 5.369 0.398
H 0.364 4.591 -1.102
H 1.439 4.057 1.697
H 2.355 4.366 0.223
H 2.014 1.798 0.953
H 1.706 2.222 -0.731

Computed properties:
Net charge: +1
E_HOMO (spin up / spin down): -11.197 / -11.197 eV
LUMO level (spin up / spin down): -3.96 / -3.82 eV
Spin multiplicity: 2
E_tot: -3436.001985 a.u.
Molecular weight: 676.58 u
HOMO-LUMO gap (spin up / spin down): 0.2659 / 0.2710 Eh
ΔE to the lowest compared entry with this formula, charge and spin: 240.0 kJ/mol

Here are the Löwdin charges for atoms 1 to 6, given in e:
1. V 1.053
2. C -0.052
3. O 0.044
4. C -0.294
5. N 0.151
6. C -0.213



C22H23N2O6 as an isolated structure. Source: OMol25; level of theory: ωB97M-V/def2-TZVPD.

Cartesian coordinates (Å):
C 1.263 1.297 3.459
C 0.599 0.041 2.955
C -0.880 0.005 3.317
C -1.636 -1.251 3.595
O -1.502 1.094 3.351
C 1.380 -1.259 3.020
C 2.891 -1.229 3.174
O 0.829 -2.346 2.774
H 2.341 1.231 3.347
H 0.865 2.053 2.786
H 1.028 1.606 4.487
H -1.032 -2.141 3.413
H -2.024 -1.231 4.625
H -2.505 -1.245 2.925
H 3.337 -0.344 3.634
H 3.168 -2.121 3.750
H 3.288 -1.334 2.163
C 6.710 -1.396 -0.011
C 5.940 -2.540 0.230
C 4.603 -2.566 -0.140
C 4.023 -1.449 -0.738
C 2.578 -1.452 -1.086
O 1.965 -0.638 0.008
C 0.699 -0.409 -0.152
N 0.198 0.235 1.142
N -1.013 0.459 0.980
C -1.631 1.739 0.792
O -2.758 1.799 0.389
O -0.815 2.740 1.164
C -1.526 3.887 1.699
C -0.482 4.860 2.136
C -0.266 5.104 3.496
C 0.748 5.965 3.899
C 1.546 6.584 2.943
C 1.331 6.355 1.572
C 0.313 5.492 1.166
O 0.063 -0.659 -1.134
C 4.787 -0.305 -1.003
C 6.132 -0.277 -0.635
H 7.770 -1.368 0.297
H 6.390 -3.412 0.704
H 4.006 -3.464 -0.006
H 2.415 -0.959 -2.062
H 2.128 -2.446 -1.059
H -2.129 4.318 0.874
H -2.126 3.568 2.545
H -0.892 4.581 4.224
H 0.928 6.117 4.951
H 2.379 7.223 3.261
H 1.982 6.829 0.837
H 0.112 5.262 0.115
H 4.332 0.531 -1.538
H 6.751 0.604 -0.838

Computed properties:
Net charge: -1
E_HOMO: -2.964 eV
LUMO level: 2.72 eV
Spin multiplicity: 1
E_tot: -1413.003195 a.u.
Molecular weight: 411.43 u
HOMO-LUMO gap: 0.2089 Eh

Here are the Löwdin charges for atoms 1 to 6, given in e:
1. C -0.040
2. C -0.191
3. C -0.382
4. C -0.010
5. O 0.038
6. C -0.371



C40H34Cl3GeIrN4OS2 as an isolated structure. Source: OMol25; level of theory: ωB97M-V/def2-TZVPD.

Cartesian coordinates (Å):
Ir 0.151 1.056 0.650
C 4.992 1.077 0.631
C 4.277 1.965 -0.166
C 2.893 1.917 -0.123
N 2.195 1.056 0.650
C 2.916 0.206 1.413
C 4.301 0.178 1.438
H 6.078 1.085 0.624
H 4.786 2.677 -0.805
H 2.291 2.589 -0.726
H 2.331 -0.475 2.024
H 4.828 -0.527 2.070
C 4.279 2.841 4.712
C 3.906 1.544 5.076
C 2.690 1.014 4.634
C 1.836 1.781 3.826
C 2.219 3.079 3.459
C 3.436 3.607 3.903
Ge 0.151 1.056 3.210
C -1.334 2.132 3.826
C -1.423 3.483 3.459
C -2.495 4.264 3.903
C -3.485 3.701 4.712
C -3.405 2.355 5.076
C -2.335 1.571 4.634
C -0.051 -0.765 3.812
C -0.083 -1.061 5.182
C -0.230 -2.384 5.611
C -0.344 -3.414 4.672
C -0.312 -3.122 3.305
C -0.165 -1.799 2.875
H 5.220 3.250 5.055
H 4.560 0.950 5.701
H 2.423 0.009 4.925
H 1.584 3.683 2.830
H 3.726 4.610 3.618
H -0.671 3.933 2.830
H -2.558 5.307 3.618
H -4.314 4.307 5.055
H -4.174 1.918 5.701
H -2.295 0.532 4.925
H 0.004 -0.268 5.915
H -0.255 -2.610 6.669
H -0.458 -4.438 5.005
H -0.400 -3.920 2.580
H -0.141 -1.580 1.815
Cl 0.246 -6.582 -1.345
C -0.067 -5.188 -2.301
C -1.028 -4.270 -1.891
C -1.281 -3.138 -2.668
C -0.577 -2.905 -3.867
C -0.904 -1.641 -4.650
C 0.215 -0.586 -4.597
N 0.051 0.305 -3.464
C -0.640 1.484 -3.461
C -0.567 1.931 -2.162
N 0.151 1.056 -1.389
C 0.528 0.096 -2.203
O -1.173 -1.971 -6.021
C -2.561 -1.899 -6.364
C -3.017 -0.482 -6.534
C -3.997 0.158 -5.806
Cl -4.945 -0.495 -4.526
S -4.240 1.776 -6.246
C -3.029 1.680 -7.450
C -2.458 0.427 -7.501
C 0.395 -3.846 -4.257
Cl 1.347 -3.666 -5.689
C 0.645 -4.981 -3.478
H -1.582 -4.427 -0.968
H -2.035 -2.431 -2.321
H -1.807 -1.198 -4.211
H 0.200 0.041 -5.497
H 1.218 -1.019 -4.527
H -1.116 1.892 -4.342
H -0.994 2.833 -1.743
H 1.125 -0.764 -1.928
H -3.155 -2.460 -5.634
H -2.677 -2.417 -7.323
H -2.795 2.543 -8.058
H -1.666 0.165 -8.194
H 1.398 -5.702 -3.788
S -2.694 -2.917 0.650
C -1.768 -1.624 0.650
N -1.038 -0.605 0.650
H -0.853 2.458 0.650

Computed properties:
Net charge: +1
E_HOMO (spin up / spin down): -7.049 / -11.114 eV
LUMO level (spin up / spin down): -2.59 / -6.46 eV
Spin multiplicity: 6
E_tot: -6196.642617 a.u.
Molecular weight: 1022.06 u
HOMO-LUMO gap (spin up / spin down): 0.1639 / 0.1708 Eh

Here are the Löwdin charges for atoms 1 to 6, given in e:
1. Ir 1.234
2. C -0.129
3. C -0.087
4. C -0.204
5. N -0.244
6. C -0.214



A 2-piece molecular cluster, C5H5NO3 overall. Source: OMol25; level of theory: ωB97M-V/def2-TZVPD.

Cartesian coordinates (Å):
C -1.705 -1.734 0.136
C -1.172 -0.620 -0.350
C -1.129 0.664 0.348
O -1.911 1.080 1.176
C -0.081 1.649 -0.162
O 0.774 1.389 -0.969
H -1.744 -2.555 -0.522
H -1.978 -1.822 1.101
H -0.527 -0.683 -1.247
H 0.051 2.587 0.316
N 2.732 0.537 -0.218
C 2.300 -0.396 0.323
O 1.955 -1.231 1.008
H 2.435 1.136 -0.941

Computed properties:
SMILES: C=CC(=O)C=O.N=C=O
E_HOMO: -10.252 eV
LUMO level: -1.19 eV
Spin multiplicity: 1
E_tot: -473.917514 a.u.
Molecular weight: 127.10 u
HOMO-LUMO gap: 0.3330 Eh
ΔE to the lowest compared entry with this formula, charge and spin: 186.9 kJ/mol

Here are the Löwdin charges for atoms 1 to 6, given in e:
1. C 0.104
2. C -0.086
3. C -0.357
4. O 0.121
5. C -0.120
6. O 0.012